Molecular formula: C20H53FO5P
Method: DFT, ωB97M-V with the def2-TZVPD basis set

Charge   -1
DFT total energy   -1611.1063 Eh
HOMO   -0.1226 Eh
Molar mass   423.61 g/mol
2S+1   1
Gap between HOMO and LUMO   0.1988 Eh
E_LUMO   2.07 eV

CARTESIAN COORDINATES (ANGSTROEM)
C 0.69764 -0.18383 2.33784
O 0.71836 -0.61413 0.99877
C 0.59371 0.45039 0.05647
C 0.59144 -0.07736 -1.35644
C 0.28854 1.06002 -2.36005
C 1.32663 1.27028 -3.47039
P 2.06560 3.05591 -3.60224
C 2.83770 4.81410 -3.78377
C 3.28805 2.54307 -2.16851
C 4.42670 1.62217 -2.58680
F 3.85770 3.66079 -1.49840
H 0.64599 0.90573 2.41384
H -0.19461 -0.58449 2.82480
H 1.60169 -0.50571 2.85551
H 1.41736 1.16017 0.17819
H -0.34131 0.99333 0.23899
H 1.55962 -0.52676 -1.59193
H -0.14202 -0.88409 -1.44026
H -0.69335 0.84481 -2.78904
H 0.16950 1.99226 -1.80760
H 0.84666 1.09821 -4.43895
H 2.11878 0.52108 -3.40518
H 2.98564 2.56309 -4.65065
H 1.06617 3.38925 -4.64757
H 1.12985 3.58233 -2.56182
H 2.38065 5.27277 -4.66598
H 2.60424 5.44573 -2.92386
H 3.91849 4.78208 -3.93057
H 2.68011 2.04771 -1.40801
H 4.28694 0.61477 -2.19146
H 4.51821 1.55951 -3.67122
H 5.36033 2.00813 -2.17445
C -3.73358 -2.46784 1.42182
C -2.73382 -3.56434 1.75856
C -2.12944 -3.36334 3.13895
O -1.71388 -3.63821 0.76665
H -3.23498 -1.49497 1.41423
H -4.16019 -2.63126 0.43216
H -4.54381 -2.43086 2.15231
H -3.23379 -4.53467 1.71813
H -1.59456 -2.41046 3.16830
H -1.40965 -4.15393 3.35770
H -2.88624 -3.35027 3.92252
H -1.22677 -2.80374 0.76033
C -2.36194 5.45643 -0.44591
C -1.51225 4.45061 0.31847
C -0.68037 5.12575 1.40075
O -0.68551 3.71444 -0.56665
H -1.71968 6.18336 -0.94968
H -2.95275 4.95041 -1.20924
H -3.03710 5.99761 0.22094
H -2.16586 3.70599 0.78055
H 0.01051 5.84289 0.95015
H -0.08657 4.38683 1.93932
H -1.31107 5.65834 2.11628
H -0.07735 4.31474 -1.02070
C 0.53870 -2.34589 -4.48881
C 1.70733 -2.24576 -5.45745
C 2.02008 -3.58924 -6.10350
O 2.86193 -1.73293 -4.80245
H 0.78776 -3.03243 -3.67312
H 0.32802 -1.37342 -4.04441
H -0.36057 -2.71611 -4.98508
H 1.47246 -1.51745 -6.23514
H 2.29833 -4.31938 -5.33766
H 2.85724 -3.49402 -6.79578
H 1.15801 -3.97931 -6.64822
H 3.09609 -2.34482 -4.09708
C -1.13282 -3.67174 7.19474
C -2.51123 -3.16515 7.59016
C -3.10694 -3.97477 8.73175
O -3.38484 -3.16181 6.46325
H -1.19594 -4.70768 6.84939
H -0.72492 -3.07351 6.38035
H -0.44007 -3.63457 8.03664
H -2.43925 -2.11827 7.88899
H -3.22547 -5.01975 8.43130
H -4.09060 -3.59003 9.00099
H -2.46659 -3.94513 9.61442
H -3.47703 -4.07169 6.16153

***

Molecular formula: C20H53INO19PS5
Method: DFT, ωB97M-V with the def2-TZVPD basis set

Charge   0
DFT total energy   -4908.0971 Eh
HOMO   -0.3417 Eh
Molar mass   929.85 g/mol
SMILES string   CCNO[P@](=O)(O)O[C@@H](I)CC.CCOS(C)(=O)=O.CCOS(C)(=O)=O.CCOS(C)(=O)=O.CCOS(C)(=O)=O.CCOS(C)(=O)=O
2S+1   1
Gap between HOMO and LUMO   0.3557 Eh
E_LUMO   0.38 eV

CARTESIAN COORDINATES (ANGSTROEM)
C 1.01445 1.36746 -2.15163
C -0.46705 1.48463 -2.66114
N -0.74252 2.78049 -3.36130
O -1.18120 3.74260 -2.43720
P -2.55834 4.55098 -2.87808
O -2.80993 4.66351 -4.35638
O -2.37331 6.10699 -2.27905
O -3.96476 3.99162 -2.12975
C -3.85202 2.63342 -1.69336
I -3.13751 2.54892 0.35764
C -5.21962 1.85696 -1.85182
C -5.33152 1.47846 -3.38866
H 0.99345 0.69749 -1.25152
H 1.61949 0.82318 -2.92422
H 1.46596 2.32529 -1.81437
H -1.18113 1.35865 -1.81037
H -0.62546 0.68837 -3.43549
H -1.44225 2.54115 -4.06669
H -3.23079 6.40340 -1.91879
H -3.13226 2.10653 -2.36306
H -6.08068 2.45173 -1.48061
H -5.08474 0.89125 -1.30347
H -4.57596 0.67987 -3.58725
H -5.01305 2.38090 -3.97388
H -6.35826 1.18175 -3.69232
C 6.78406 -1.09470 -6.33442
C 6.73715 0.18254 -5.51680
O 5.58919 0.97602 -5.83556
S 4.16730 0.54542 -5.21190
C 3.30503 2.04510 -5.57601
O 4.30174 0.42158 -3.78577
O 3.61047 -0.50876 -6.01276
H 5.97581 -1.77115 -6.05289
H 7.73094 -1.61460 -6.17868
H 6.66844 -0.87684 -7.39745
H 6.77075 -0.03200 -4.44573
H 7.61028 0.79330 -5.75064
H 3.76330 2.85835 -5.01778
H 2.26802 1.91570 -5.26921
H 3.35776 2.22928 -6.64708
C 0.76243 0.98612 4.40864
C 1.62970 1.16516 3.17661
O 2.38022 -0.01728 2.87779
S 1.62336 -1.23595 2.14632
C 3.06012 -2.15248 1.68877
O 0.98210 -0.73919 0.95973
O 0.90425 -1.99701 3.13171
H -0.03915 0.26927 4.22399
H 0.30818 1.93518 4.69844
H 1.35229 0.60431 5.24369
H 1.03253 1.46990 2.31330
H 2.35823 1.95608 3.35967
H 3.64948 -1.56591 0.98733
H 2.72818 -3.07738 1.21904
H 3.63059 -2.37580 2.58879
C 3.28279 -8.14500 2.34703
C 3.97840 -7.71598 3.62480
O 5.24026 -7.08138 3.35965
S 5.23083 -5.55079 2.86962
C 6.94906 -5.22504 3.12628
O 4.46408 -4.76678 3.80092
O 4.96166 -5.51593 1.45852
H 2.96360 -7.27998 1.76354
H 2.39980 -8.74365 2.57501
H 3.95684 -8.72925 1.71763
H 3.33729 -7.06385 4.22276
H 4.19665 -8.59642 4.23050
H 7.16771 -5.30986 4.18839
H 7.15066 -4.21276 2.77978
H 7.53194 -5.94043 2.54992
C -1.66286 -7.95134 6.38073
C -2.26635 -7.06924 5.30365
O -1.40183 -5.98216 4.96091
S -0.14927 -6.27931 3.99044
C 0.24201 -4.59876 3.60841
O -0.62924 -6.93458 2.80322
O 0.91892 -6.83957 4.77460
H -0.78947 -8.48695 6.00587
H -2.39070 -8.68842 6.72470
H -1.33448 -7.35175 7.23137
H -2.52401 -7.65054 4.41472
H -3.19005 -6.62463 5.67682
H -0.58991 -4.15509 3.06837
H 1.13499 -4.60090 2.98721
H 0.43394 -4.06272 4.53384
C -8.70851 9.13596 0.13631
C -8.13171 8.58214 -1.15306
O -6.86394 9.17158 -1.46513
S -5.56308 8.64405 -0.67760
C -4.35363 9.37797 -1.73799
O -5.48510 7.21235 -0.80880
O -5.50244 9.28990 0.60277
H -8.11471 8.82598 0.99742
H -9.72960 8.77994 0.28292
H -8.71096 10.22711 0.12064
H -8.05014 7.49307 -1.11435
H -8.79848 8.82595 -1.98114
H -4.43746 8.93392 -2.72806
H -3.37142 9.17190 -1.31452
H -4.52583 10.45142 -1.77694

***

Molecular formula: C20H53N3O8
Method: DFT, ωB97M-V with the def2-TZVPD basis set

Charge   0
DFT total energy   -1559.7972 Eh
HOMO   -0.3222 Eh
Molar mass   463.66 g/mol
SMILES string   COCCNCCOC.COCCNCCOC.COCCNCCOC.CO.CO
2S+1   1
Gap between HOMO and LUMO   0.3472 Eh
Energy relative to the best compared isomer or geometry (same formula, charge and spin)   122.9 kJ/mol
E_LUMO   0.68 eV

CARTESIAN COORDINATES (ANGSTROEM)
C -1.79939 3.83613 -2.24860
O -0.50963 3.33940 -2.60295
C -0.29972 1.91590 -2.75910
C 1.19313 1.54910 -2.71135
N 1.90066 2.13659 -3.87720
C 3.37079 2.16665 -3.65651
C 4.11971 2.55154 -4.89643
O 4.03660 3.94327 -5.11165
C 4.72584 4.32131 -6.27905
H -2.51768 3.73982 -3.02234
H -1.72708 4.94383 -2.05293
H -2.17265 3.29956 -1.34571
H -0.83373 1.51918 -3.65141
H -0.73459 1.40448 -1.88672
H 1.32706 0.44646 -2.80783
H 1.62266 1.86266 -1.69331
H 1.54706 3.06948 -3.97014
H 3.73657 1.14062 -3.35919
H 3.71868 2.78946 -2.78518
H 3.71303 2.07606 -5.77187
H 5.16660 2.34184 -4.79710
H 5.64279 3.70312 -6.34614
H 4.95854 5.38487 -6.15529
H 4.16786 4.10535 -7.18516
C 1.19971 -3.33941 4.75250
O 1.71590 -2.81936 3.54098
C 0.82573 -3.19299 2.50317
C 1.47125 -2.98118 1.15489
N 1.93732 -1.63870 1.19408
C 2.84032 -1.15111 0.18921
C 3.24807 0.24577 0.56001
O 4.11000 0.77953 -0.42920
C 4.46438 2.08201 -0.08349
H 1.42549 -4.45019 4.76319
H 0.12618 -3.12056 4.91222
H 1.77148 -2.86480 5.58296
H -0.04631 -2.51807 2.59219
H 0.45336 -4.20616 2.68079
H 0.74113 -3.04966 0.34473
H 2.24373 -3.75122 0.98879
H 2.35848 -1.46750 2.12581
H 2.26712 -1.16269 -0.78658
H 3.66891 -1.88398 0.10211
H 3.79076 0.19395 1.53839
H 2.35722 0.88770 0.66690
H 5.27243 2.29714 -0.79882
H 4.84145 2.16208 0.96028
H 3.67836 2.85284 -0.21872
C -1.02076 2.65189 3.21537
O -2.22197 1.92305 3.24011
C -3.18412 2.29314 2.27449
C -4.32718 1.32540 2.32915
N -3.84803 -0.04971 2.14672
C -4.94175 -1.04586 2.13638
C -4.44751 -2.45632 1.84203
O -3.41923 -2.80229 2.76900
C -2.84845 -4.03242 2.52017
H -0.58267 2.56045 2.18272
H -0.27560 2.28072 3.91453
H -1.28626 3.72396 3.31354
H -2.66734 2.33682 1.32853
H -3.54983 3.30854 2.47388
H -4.94561 1.56919 1.46033
H -4.97126 1.44458 3.21726
H -3.14697 -0.39101 2.81086
H -5.61514 -0.74355 1.32142
H -5.42005 -0.99392 3.10652
H -3.95568 -2.56647 0.90308
H -5.34560 -3.08557 1.91677
H -3.62986 -4.81824 2.41838
H -2.11346 -4.26517 3.33475
H -2.37756 -4.02863 1.52846
C -2.01464 -3.86779 -1.55550
O -1.60529 -4.95313 -0.71769
H -2.63572 -3.08304 -1.07378
H -1.14657 -3.35949 -2.05468
H -2.57477 -4.33297 -2.36303
H -0.85090 -4.61732 -0.23774
C -1.36733 -1.02291 0.37656
O -2.63543 -0.73694 -0.20251
H -1.44410 -1.77910 1.14526
H -0.66550 -1.27617 -0.37908
H -0.89641 -0.16798 0.88760
H -3.13701 -0.43188 0.60689

***

Molecular formula: C20H54CuN3O9S6
Method: DFT, ωB97M-V with the def2-TZVPD basis set

Charge   +1
DFT total energy   -5664.5692 Eh
HOMO (alpha / beta)   -0.3362 / -0.3362 Eh
Molar mass   736.61 g/mol
2S+1   2
Gap between HOMO and LUMO (alpha / beta)   0.0866 / 0.0822 Eh
Energy relative to the best compared isomer or geometry (same formula, charge and spin)   516.5 kJ/mol
E_LUMO (alpha / beta)   -6.79 / -6.91 eV

CARTESIAN COORDINATES (ANGSTROEM)
Cu -10.45815 13.89792 -15.67173
N -5.09973 14.06663 -16.69789
O -4.23383 13.54816 -17.32856
O -4.88977 14.49335 -15.60927
O -6.23280 14.08846 -17.12873
C 6.83111 11.84329 -15.83515
C 5.57620 12.06336 -16.63094
N 5.12808 13.45252 -16.68931
C 3.74037 13.41892 -17.14876
C 3.16669 14.79481 -17.12501
C 6.07300 14.32006 -17.32782
C 6.13903 14.25748 -18.84554
H 6.66624 12.04548 -14.77684
H 7.73613 12.30934 -16.22482
H 7.05490 10.78161 -15.93930
H 5.68999 11.71091 -17.65609
H 4.85032 11.38459 -16.18321
H 3.62738 13.09568 -18.18359
H 3.11500 12.68339 -16.64278
H 3.23483 15.21317 -16.12080
H 3.68995 15.32850 -17.91841
H 2.17726 14.82356 -17.58142
H 7.05187 14.27635 -16.85032
H 5.69344 15.27707 -16.96982
H 6.85997 15.00583 -19.17465
H 5.18898 14.47506 -19.33356
H 6.52141 13.29916 -19.19697
C -0.11011 7.80211 -16.46978
C 1.06069 7.58504 -17.31448
N 1.95777 7.38744 -18.00142
H -0.55220 6.81677 -16.32225
H -0.83755 8.49625 -16.89062
H 0.26160 8.16288 -15.51073
C -9.06067 7.13812 -18.82685
S -9.79180 8.74956 -19.30480
O -9.94362 9.62156 -18.03201
C -8.26314 9.44299 -20.19677
H -7.98945 7.16912 -18.62778
H -9.16192 6.54805 -19.73771
H -9.61072 6.50517 -18.13048
H -8.33405 10.48809 -20.49818
H -8.00006 8.79766 -21.03489
H -7.38283 9.40242 -19.55528
C -3.03686 12.89081 -24.35011
S -1.48209 13.80845 -24.69799
O -1.97890 15.26750 -24.86470
C -0.69304 13.57366 -23.00443
H -3.78383 13.44960 -23.78630
H -2.73477 12.00464 -23.79194
H -3.55029 12.50679 -25.23160
H 0.34400 13.90676 -22.96337
H -0.74860 12.53178 -22.68899
H -1.27482 14.12516 -22.26586
C -1.07536 23.05875 -11.92372
S -0.63160 21.27094 -11.82109
O -0.68708 20.87110 -10.36265
C -2.27842 20.64218 -12.40180
H -0.10652 23.54407 -11.80581
H -1.76465 23.33804 -11.12687
H -1.38305 23.39881 -12.91255
H -2.36129 20.87739 -13.46290
H -3.08777 21.15661 -11.88370
H -2.30317 19.55362 -12.35155
C -9.34792 19.46379 -18.37393
S -10.40753 19.68867 -16.93274
O -10.65735 18.34970 -16.29159
C -9.23563 20.53927 -15.73582
H -8.41334 18.96348 -18.12031
H -9.11309 20.42219 -18.83701
H -9.82009 18.77480 -19.07426
H -8.77131 21.29794 -16.36585
H -8.45513 19.85826 -15.39649
H -9.78050 20.91264 -14.86875
C -7.47933 15.93320 -9.30022
S -9.27192 16.04319 -9.77565
O -9.15611 15.44618 -11.16423
C -9.68626 14.54144 -8.71818
H -6.99301 16.84285 -9.65253
H -6.93174 15.18046 -9.86736
H -7.31429 15.89958 -8.22332
H -10.11364 14.79931 -7.74918
H -8.84059 13.88641 -8.50864
H -10.46845 13.98912 -9.23896
C -0.36280 13.87238 -10.97427
S -1.15133 12.99230 -9.59146
O -0.04342 12.07092 -9.08106
C -0.95565 14.28916 -8.32753
H -0.88188 13.57569 -11.88566
H 0.72065 13.76333 -11.02258
H -0.58273 14.92857 -10.81863
H 0.04172 14.48627 -7.93447
H -1.52129 13.86981 -7.49548
H -1.40308 15.26227 -8.52994